Entry 1:
A molecular structure, C7H4Br2FO2 at a distorted geometry. Source: OMol25; level of theory: ωB97M-V/def2-TZVPD.

Atoms and positions in Å:
C: 0.550 2.979 -0.697
Br: 1.292 -1.409 3.840
C: -0.341 0.619 -0.781
Br: -1.724 2.711 -2.417
H: 2.042 0.703 1.496
H: 2.177 3.292 0.454
C: 1.853 -3.005 1.860
C: 0.487 0.289 0.212
C: 1.342 1.204 0.830
O: 1.958 -4.000 2.493
O: 1.809 -2.208 1.005
H: -1.171 -0.043 -1.078
F: 0.661 4.239 -1.061
H: 0.508 -0.758 0.566
C: 1.545 2.470 0.245
C: -0.357 2.127 -1.277

The charge is -1. For the max |F|, the calculation gives 5.2 eV/Å.

Atom charges from the Mulliken analysis, given in e for atoms 1 to 4:
1 C 0.6034
2 Br -0.8223
3 C -0.4330
4 Br -0.1823

---

Entry 2:
A molecular structure, C7H4CaNO5 at a distorted geometry. Source: OMol25; level of theory: ωB97M-V/def2-TZVPD.

Atoms and positions in Å:
O: -1.570 -3.844 -1.068
O: 2.960 -2.059 1.017
C: -0.580 0.930 -2.677
N: -0.465 0.367 1.297
C: -0.935 0.722 2.298
O: 1.980 -1.316 -3.794
O: 2.693 2.446 -1.289
C: 2.132 -1.529 0.427
H: -0.922 0.904 4.385
O: -0.851 1.768 -3.449
H: -1.299 0.101 -2.172
C: -1.553 1.160 3.524
H: -2.533 0.682 3.666
C: 1.410 -1.010 -2.847
C: -1.006 -2.850 -1.041
Ca: 0.271 -0.309 -0.686
H: -1.699 2.248 3.518
C: 1.967 1.589 -1.109

The charge is +1. For the max |F|, the calculation gives 4.4 eV/Å.

Atom charges from the Mulliken analysis, given in e for atoms 1 to 4:
1 O -0.0647
2 O -0.0650
3 C -0.0501
4 N -0.6050

---

Entry 3:
A molecular structure, C7H4ClCuO2. Source: OMol25; level of theory: ωB97M-V/def2-TZVPD.

Atoms and positions in Å:
O: 1.317 -0.618 1.938
C: 0.157 -1.745 0.273
C: -0.637 0.617 -0.942
O: 1.127 2.493 1.570
C: 0.592 -0.526 0.878
C: 0.462 2.046 0.615
C: 0.170 0.691 0.229
Cl: -2.011 -0.645 -2.900
Cu: 1.833 1.063 2.644
H: -0.925 -2.715 -1.277
C: -0.614 -1.771 -0.848
H: -0.948 1.538 -1.419
H: 0.474 -2.661 0.755
C: -1.021 -0.572 -1.468
H: 0.023 2.805 -0.047

For the max |F|, the calculation gives 0.2 eV/Å.

Atom charges from the Mulliken analysis, given in e for atoms 1 to 4:
1 O -0.6835
2 C -0.5772
3 C -0.6020
4 O -0.5706

---

Computed calculated total energy, in the same sequence as the records: -154223.41256; -37481.78618; -68580.40642 eV.
Computed lowest unoccupied orbital energy, in the same sequence as the records: 2.543; -4.167; -0.260 eV.
Computed gap between HOMO and LUMO, in the same sequence as the records: 6.980; 5.979; 7.923 eV.